104
Properties=species:S:1:pos:R:3:forces:R:3:lowdin_charge:R:1 method="wB97M-V/def2-TZVPD" charge=0 homo_lumo_gap_ev="7.48 / 7.50" multiplicity=4 lumo_energy_ev="-0.6 / -0.6" homo_energy_ev="-8.074 / -8.096" total_energy_ev=-146586.0853
Nd -0.20601 -1.59466 -0.65142 -2.4544 1.9436 3.4877 1.486
C -3.51612 0.56044 -3.11235 0.0755 0.0750 0.0002 -0.045
C -4.75759 0.02166 -2.79166 0.1927 -0.0175 0.1292 -0.056
C -4.93045 -0.55108 -1.55222 0.2051 -0.1414 -0.0196 -0.005
C -3.83269 -0.65186 -0.68246 0.3148 0.3162 -0.8604 -0.339
N -2.60322 -0.19675 -1.02927 -0.5833 -0.2470 -0.2308 0.038
C -2.49478 0.44409 -2.19246 -0.2801 0.1483 -0.1564 -0.169
N -4.05561 -1.00016 0.61414 0.0318 -0.4403 1.6068 0.173
C -3.11087 -1.46598 1.36122 -0.7649 0.2449 -1.0262 -0.307
N -1.98488 -2.06925 0.89791 0.1102 -0.0649 0.3696 -0.064
C -1.07045 -2.09384 1.88464 -0.0038 -0.7289 0.6084 -0.404
N 0.07672 -2.67344 1.67149 -0.7318 -0.1436 -0.4179 0.063
C 1.25730 -2.24205 2.20694 0.4605 0.3555 0.4856 -0.376
C 2.08243 -3.05597 2.99371 -0.0965 0.0629 -0.1373 0.001
C 3.32146 -2.57968 3.36694 -0.1159 0.1408 -0.0557 -0.057
C 3.70506 -1.30973 2.95222 0.0003 0.0311 0.0176 -0.058
C 2.81840 -0.57686 2.18658 0.2837 0.0945 0.1878 -0.182
N 1.61695 -1.00537 1.81467 0.0783 -0.3862 0.1784 0.100
C -1.63309 -1.48988 3.10534 -0.5803 0.2774 0.3393 -0.090
C -1.09798 -1.20310 4.34362 -0.0154 -0.1194 -0.2033 -0.003
C -1.94550 -0.66463 5.30253 0.0348 -0.0076 0.0595 -0.063
C -3.28546 -0.43854 5.02536 -0.0507 0.0497 0.0295 -0.063
C -3.82305 -0.70151 3.77101 0.0354 -0.0962 -0.2542 -0.005
C -2.98307 -1.22721 2.80984 0.5740 -0.0445 0.5388 -0.097
H -3.34224 1.05035 -4.05640 0.0303 0.0958 -0.0746 0.106
H -5.57630 0.08416 -3.49312 -0.0950 0.0006 -0.0226 0.108
H -5.88745 -0.92220 -1.22208 -0.0698 -0.0404 0.0609 0.110
H -1.53050 0.89783 -2.38685 -0.0115 -0.1148 -0.1476 0.077
H 1.73637 -4.03511 3.28569 -0.0441 -0.0774 -0.0214 0.114
H 3.98244 -3.17697 3.97885 0.0137 -0.0745 0.0157 0.109
H 4.66796 -0.89854 3.21502 0.0437 0.0422 -0.0120 0.105
H 3.09361 0.41444 1.84706 0.0362 0.0523 0.0155 0.104
H -0.05311 -1.37839 4.54745 0.1144 0.0005 0.0870 0.115
H -1.55130 -0.41232 6.27456 0.0143 0.0236 0.1201 0.108
H -3.92469 -0.03783 5.79629 -0.0573 0.0753 0.1070 0.106
H -4.86151 -0.50579 3.55195 -0.1070 0.0440 -0.0337 0.119
O 3.62355 -3.26974 -2.06201 -0.3458 0.6757 0.5306 -0.091
P 2.03003 -3.19639 -1.87195 1.7023 -1.6962 -1.2659 0.196
O 1.42844 -4.54086 -1.83288 0.2626 0.3497 -0.0444 -0.303
O 1.78156 -2.29255 -0.69077 1.9396 -0.7680 -0.1267 -0.483
O 1.65358 -2.37683 -3.22284 -0.4615 -0.1922 0.6019 -0.267
P 0.13516 -2.10790 -3.77887 0.3130 -1.2487 -2.1193 0.221
O -0.50759 -3.58401 -3.71923 -0.0501 0.8796 0.0928 -0.197
O 0.20565 -1.60061 -5.14963 0.0004 0.1216 0.1567 -0.222
O -0.57073 -1.33269 -2.69194 -0.4550 -0.0680 -1.7765 -0.486
H 3.82697 -4.00577 -2.63276 0.2323 -0.4769 -0.3215 0.077
H -0.33738 -4.03619 -4.54444 0.0594 -0.2611 -0.3564 0.079
C 0.91021 2.28273 -1.06543 0.0473 -0.3525 0.0155 -0.392
C 0.75069 2.37783 0.44668 -0.2479 -0.1565 0.0316 -0.385
P -0.66384 1.31923 1.04344 0.0298 1.0776 0.2939 1.075
C -2.10423 2.34348 0.52671 0.0297 -0.1343 0.0251 -0.375
C -2.07217 3.50109 -0.24011 0.0625 -0.0834 0.0833 -0.085
C -3.25215 4.11383 -0.63338 -0.0454 0.1494 -0.1099 -0.078
C -4.47748 3.59460 -0.25902 -0.0228 0.0597 -0.0114 -0.079
C -4.52061 2.47915 0.56051 -0.0003 -0.0260 0.0710 -0.064
C -3.34473 1.87236 0.95261 0.1193 0.1192 -0.0732 -0.147
C -0.60357 1.88035 2.80909 0.0138 -0.2324 -0.0284 -0.332
C -1.61294 2.60535 3.43331 -0.0513 -0.0192 -0.0828 -0.075
C -1.46097 3.05415 4.73420 -0.0099 0.0467 0.0928 -0.079
C -0.29912 2.79344 5.43817 -0.0563 -0.0061 0.0495 -0.091
C 0.69943 2.04535 4.83849 0.0964 0.0079 0.0594 -0.080
C 0.54240 1.58857 3.54336 -0.0070 0.0091 -0.0436 -0.113
P 1.51955 0.58746 -1.53501 0.8366 1.7348 -0.5597 1.044
C 3.31227 0.78566 -1.16057 -0.1480 -0.2915 0.2716 -0.346
C 4.01095 1.92993 -1.53839 -0.0026 0.0595 0.0496 -0.084
C 5.36423 2.04242 -1.28146 0.0066 0.1211 -0.0444 -0.076
C 6.04901 1.00334 -0.66937 0.0058 -0.1080 0.0429 -0.079
C 5.36805 -0.14727 -0.31250 0.1876 0.0304 0.0145 -0.069
C 4.00843 -0.25449 -0.55444 -0.1151 0.0265 -0.1653 -0.118
C 1.64591 0.77775 -3.34946 0.0084 0.0016 -0.0032 -0.372
C 0.73825 1.51658 -4.09992 0.0035 -0.0062 0.1002 -0.095
C 0.87997 1.61484 -5.47182 -0.0545 0.0591 -0.1225 -0.079
C 1.90783 0.95082 -6.11517 0.0313 0.0431 -0.0237 -0.082
C 2.80669 0.19950 -5.37835 0.0641 0.0381 -0.0362 -0.068
C 2.68566 0.12432 -4.00485 0.0478 0.1072 -0.0143 -0.111
H 1.60346 3.04372 -1.42653 -0.1123 -0.0306 -0.0995 0.081
H -0.05378 2.43480 -1.55345 0.0831 0.0351 -0.0619 0.041
H 0.58639 3.40999 0.77033 0.0371 -0.0873 0.0249 0.093
H 1.65980 2.01692 0.93389 -0.0166 0.0485 0.1042 0.062
H -1.14009 3.95808 -0.53011 0.1590 -0.0088 -0.0884 0.093
H -3.20741 5.00481 -1.24266 0.0001 0.0805 -0.0524 0.103
H -5.39239 4.06421 -0.58767 -0.0756 0.0586 -0.0339 0.102
H -5.46514 2.07300 0.88725 -0.1270 -0.0622 0.0400 0.111
H -3.37757 1.01485 1.60371 -0.1108 -0.0520 -0.0117 0.078
H -2.52396 2.84219 2.90720 -0.0094 0.0557 0.0179 0.092
H -2.25738 3.62433 5.18939 -0.0635 0.0626 0.0604 0.104
H -0.17359 3.17096 6.44181 0.0082 0.0041 0.1109 0.101
H 1.60790 1.82118 5.37799 0.1017 -0.0300 0.0516 0.104
H 1.31666 0.99524 3.09052 0.1006 0.0063 0.0269 0.058
H 3.51172 2.73378 -2.06011 -0.0543 0.0491 -0.0370 0.104
H 5.88846 2.94295 -1.56696 0.0495 0.0505 -0.0555 0.103
H 7.11138 1.08659 -0.49101 0.0704 0.0163 0.0435 0.102
H 5.89169 -0.96980 0.15345 0.0463 -0.0679 0.0172 0.109
H 3.48221 -1.16014 -0.30009 0.0746 0.0173 0.0729 0.068
H -0.08962 2.02596 -3.62903 -0.0581 0.0759 0.0595 0.088
H 0.17714 2.20968 -6.03863 -0.0512 -0.0081 -0.0400 0.104
H 2.00552 1.01453 -7.18849 -0.0005 -0.0057 -0.0917 0.104
H 3.60323 -0.33515 -5.87418 0.0718 -0.0340 -0.0428 0.109
H 3.39452 -0.45608 -3.43162 0.0746 -0.0282 -0.0507 0.106
Cl -0.83634 -6.54227 -2.54435 -0.1207 -0.3587 -0.2780 0.573
C -0.86043 -5.78090 -0.96908 0.4861 -0.0800 0.0588 -0.937
Cl -1.47152 -4.11105 -1.07284 -0.8197 -1.0141 0.2967 0.644
H 0.17185 -5.72686 -0.61991 -0.3822 0.0650 -0.0063 0.017
H -1.52046 -6.35865 -0.32358 0.0244 0.3218 -0.0602 0.036